## 1
The following is a quantum chemistry calculation of an isolated molecule of C3H4ClNO, from OMol25.

Calculated values
Orbital gap: 11.52 eV
SMILES string: N#C[C@H](O)CCl
Net charge: 0
E_LUMO: 0.444 eV

Each line ends with the Löwdin charge.
Atoms and positions in Å:
N 2.48 0.33 -0.82  0.1713
C 1.41 -0.04 -0.49  -0.1825
C 0.01 -0.41 -0.25  -0.4258
O -0.83 0.22 -1.26  -0.0290
C -0.50 0.10 1.06  -0.4904
Cl -0.19 1.86 1.18  0.6149
H -0.04 -1.44 -0.32  0.1248
H -0.84 -0.33 -2.04  0.0922
H -1.53 -0.03 1.05  0.0640
H 0.02 -0.26 1.88  0.0604



## 2
The following is a quantum chemistry calculation of a cluster of 2 separate species, C3H4ClNO in total, from OMol25.

Calculated values
Orbital gap: 10.19 eV
SMILES string: C=C=O.C=NCl
Net charge: 0
E_LUMO: 0.860 eV

Each line ends with the Löwdin charge.
Atoms and positions in Å:
C 2.14 1.03 -0.78  0.0036
C 1.24 1.29 0.10  -0.2936
O 0.44 1.53 0.91  0.1525
H 2.12 1.44 -1.77  0.0583
H 2.95 0.36 -0.54  0.0576
C -1.46 -1.48 0.63  -0.1706
N -1.66 -0.67 -0.29  -0.4834
Cl -3.11 0.23 -0.30  0.5370
H -2.13 -1.71 1.46  0.0701
H -0.52 -2.02 0.59  0.0685



In terms of stability, 1 leads; the second structure lies 165.4 kJ/mol higher.



## 1
The following is a quantum chemistry calculation of a cluster of 2 separate species, H2N2O3S in total, from OMol25.

Calculated values
Orbital gap (alpha / beta): 7.21 / 7.93 eV
Net charge: 0
⟨S²⟩: 2.007
Multiplicity: 3
E_LUMO (alpha / beta): -0.546 / -2.883 eV

Each line ends with the Löwdin charge.
Atoms and positions in Å:
N -0.26 0.59 -0.51  -0.2863
N 2.68 0.01 -0.01  -0.2008
O 2.04 -0.92 0.40  0.0456
O 0.49 2.83 -0.36  -0.5366
O 3.85 0.01 -0.31  0.1101
S 0.40 1.67 0.46  0.7679
H 0.10 0.75 -1.45  0.0484
H -0.13 -0.43 -0.51  0.0517



## 2
The following is a quantum chemistry calculation of a cluster of 2 separate species, H2N2O3S in total, from OMol25.

Calculated values
Orbital gap (alpha / beta): 8.97 / 7.41 eV
Net charge: 0
⟨S²⟩: 2.013
Multiplicity: 3
E_LUMO (alpha / beta): 0.267 / -3.212 eV

Each line ends with the Löwdin charge.
Atoms and positions in Å:
N -1.08 0.54 0.09  -0.4387
N 1.66 0.07 0.02  -0.5451
O 1.74 1.20 -0.22  0.1404
O 2.54 -0.71 0.30  0.1049
O 0.50 -0.60 0.03  -0.0272
S -2.26 -0.46 -0.37  0.7794
H -0.88 1.13 -0.76  0.0219
H -2.22 -1.16 0.91  -0.0355



In terms of stability, 1 leads; the second structure lies 313.0 kJ/mol higher.



## 1
The following is a quantum chemistry calculation of a cluster of 3 separate species, CH5NOP2 in total, from OMol25.

Calculated values
Orbital gap: 7.63 eV
Net charge: 0
E_LUMO: -0.043 eV

Each line ends with the Löwdin charge.
Atoms and positions in Å:
C -1.76 -1.45 -0.52  -0.4661
N -1.25 -0.58 -1.20  0.1465
O -1.98 -1.90 0.49  0.1163
P 1.21 0.66 0.29  0.2692
P 0.06 -0.14 1.82  0.3651
H -1.25 -0.52 -2.15  0.0355
H 0.91 2.23 -0.73  0.0110
H 2.65 0.89 0.21  -0.0928
H 0.85 0.00 -0.93  -0.1307
H 0.58 0.81 2.72  -0.2540



## 2
The following is a quantum chemistry calculation of a cluster of 2 separate species, CH5NOP2 in total, from OMol25.

Calculated values
Orbital gap (alpha / beta): 7.55 / 6.44 eV
Net charge: 0
E_LUMO (alpha / beta): -1.080 / -1.430 eV

Each line ends with the Löwdin charge.
Atoms and positions in Å:
C 1.22 -0.38 0.99  -0.2150
N -3.53 0.51 -0.46  -0.4667
O 1.25 -0.34 -0.38  -0.6270
P -2.17 0.06 -0.96  0.4803
P 0.65 0.80 -1.34  0.7540
H 1.27 0.50 1.52  0.0427
H 2.30 -0.91 1.22  0.1509
H 0.45 -0.96 1.37  0.0556
H -2.10 -1.32 -1.55  -0.1018
H 0.66 2.04 -0.41  -0.0730



In terms of stability, 1 leads; the second structure lies 84.5 kJ/mol higher.



## 1
The following is a quantum chemistry calculation of an isolated molecule of ClH3NPS, from OMol25.

Calculated values
Orbital gap: 9.36 eV
SMILES string: SNPCl
Net charge: 0
E_LUMO: 0.589 eV

Each line ends with the Löwdin charge.
Atoms and positions in Å:
S -0.33 -1.15 1.30  0.5896
N 0.16 -0.17 -0.01  -0.8113
P 0.69 -0.92 -1.47  0.3242
Cl -0.95 -1.87 -1.98  0.1802
H -1.46 -0.36 1.56  -0.1109
H 0.86 0.42 0.23  -0.0517
H 0.56 0.30 -1.95  -0.1202



## 2
The following is a quantum chemistry calculation of an isolated molecule of ClH3NPS, from OMol25.

Calculated values
Orbital gap: 9.32 eV
SMILES string: SNPCl
Net charge: 0
E_LUMO: 0.432 eV

Each line ends with the Löwdin charge.
Atoms and positions in Å:
S -1.59 -1.08 0.58  0.6205
N -0.53 0.24 0.11  -0.8296
P 0.89 0.67 0.96  0.4139
Cl 2.29 -0.28 -0.21  0.0747
H -1.44 -1.59 -0.65  -0.1541
H -0.49 0.33 -0.89  -0.0044
H 0.87 1.71 0.10  -0.1210



In terms of stability, 2 leads; the second structure lies 35.7 kJ/mol higher.



## 1
The following is a quantum chemistry calculation of a cluster of 3 separate species, C3H9NO2 in total, from OMol25.

Calculated values
Orbital gap (alpha / beta): 7.62 / 5.43 eV
Net charge: +1
⟨S²⟩: 0.772
Multiplicity: 2
E_LUMO (alpha / beta): -6.706 / -8.832 eV

Each line ends with the Löwdin charge.
Atoms and positions in Å:
C -1.02 0.73 -1.12  -0.0682
C -2.00 1.11 -0.28  0.2306
C 1.24 0.21 -1.58  0.1881
N 0.26 0.27 -0.66  0.0960
H -0.94 1.00 -2.15  0.1173
H -2.20 0.60 0.58  0.0665
H -2.86 1.76 -0.49  0.1232
H 1.96 -0.63 -1.63  0.1407
H 1.12 0.83 -2.50  0.1268
H -1.29 -1.76 1.59  0.0102
H -0.26 -2.77 1.71  0.0305
O -0.50 -1.94 2.10  -0.0387
H 1.70 0.42 0.83  -0.0091
H 2.57 0.38 2.18  0.0936
O 2.23 -0.19 1.41  -0.1074



## 2
The following is a quantum chemistry calculation of a cluster of 2 separate species, C3H9NO2 in total, from OMol25.

Calculated values
Orbital gap (alpha / beta): 10.27 / 5.53 eV
Net charge: +1
⟨S²⟩: 0.755
Multiplicity: 2
E_LUMO (alpha / beta): -4.276 / -9.018 eV

Each line ends with the Löwdin charge.
Atoms and positions in Å:
C -0.50 -0.76 0.37  -0.0546
C -0.84 0.75 0.51  -0.0616
C 0.25 1.52 -0.28  -0.3948
N 0.31 1.45 -1.59  0.2744
O 1.07 2.05 0.46  0.3656
H -0.88 -1.09 -0.59  0.0979
H -1.05 -1.25 1.17  0.0926
H 0.54 -0.96 0.55  0.0983
H -1.74 0.93 -0.07  0.1401
H -0.79 1.13 1.52  0.1342
H -0.21 0.70 -2.02  0.1485
H 0.78 2.13 -2.17  0.1622
H -0.24 -3.12 1.13  0.0018
H -0.04 -4.62 1.00  0.0532
O -0.10 -3.81 0.46  -0.0578



## 3
The following is a quantum chemistry calculation of a cluster of 2 separate species, C3H9NO2 in total, from OMol25.

Calculated values
Orbital gap (alpha / beta): 10.30 / 4.96 eV
Net charge: +1
⟨S²⟩: 0.755
Multiplicity: 2
E_LUMO (alpha / beta): -3.594 / -8.932 eV

Each line ends with the Löwdin charge.
Atoms and positions in Å:
O -0.66 -0.47 -1.49  0.0128
C -1.57 0.27 -1.79  -0.3145
C -2.51 0.10 -2.90  -0.0521
H -1.76 1.19 -1.18  0.1246
H -2.40 -0.83 -3.48  0.1011
H -2.41 0.85 -3.69  0.0993
H -3.56 0.15 -2.60  0.0929
N 1.52 0.33 0.86  0.3434
C 1.10 0.29 2.19  -0.2321
O 1.92 -0.56 2.97  0.0327
H 2.52 0.23 0.66  0.1762
H 0.80 0.05 0.18  0.1309
H 0.89 1.28 2.66  0.1914
H 0.09 -0.19 2.23  0.1796
H 2.82 -0.53 2.59  0.1140



In terms of stability, 2 leads; the second structure lies 88.8 kJ/mol higher.



## 1
The following is a quantum chemistry calculation of an isolated molecule of C4H5N3O, from OMol25.

Calculated values
Orbital gap: 9.50 eV
SMILES string: [H]/N=C1/N=C(C)C(=O)N1
Net charge: 0
E_LUMO: -0.828 eV

Each line ends with the Löwdin charge.
Atoms and positions in Å:
H 2.61 -1.31 -1.59  0.0521
N 2.13 -0.44 -1.50  0.1863
C 1.18 -0.27 -0.71  -0.4478
N 0.60 1.07 -0.52  0.1952
C -0.57 0.77 0.11  -0.1897
C -1.23 1.89 0.79  -0.0424
C -0.70 -0.69 0.48  -0.4292
O -1.66 -1.23 1.04  0.0964
N 0.44 -1.16 0.06  0.1674
H -0.72 2.85 0.60  0.0832
H -1.07 1.87 1.90  0.1042
H -2.30 2.05 0.57  0.0861
H 0.44 -2.10 -0.14  0.1381



## 2
The following is a quantum chemistry calculation of an isolated molecule of C4H5N3O, from OMol25.

Calculated values
Orbital gap: 9.55 eV
SMILES string: NC(=O)n1ccnc1
Net charge: 0
E_LUMO: 0.202 eV

Each line ends with the Löwdin charge.
Atoms and positions in Å:
N -2.05 0.69 0.34  0.1146
C -1.41 -0.45 0.07  -0.6170
O -1.91 -1.52 -0.09  0.1195
N 0.01 -0.23 -0.16  0.0120
C 0.91 0.82 -0.03  -0.1261
C 2.14 0.33 0.05  -0.1787
N 2.19 -1.08 0.10  0.0793
C 0.90 -1.36 0.19  -0.1091
H -1.63 1.58 -0.38  0.1989
H -3.05 0.71 -0.08  0.1425
H 0.39 1.81 -0.20  0.1172
H 3.03 1.06 0.06  0.1284
H 0.49 -2.35 0.12  0.1185



## 3
The following is a quantum chemistry calculation of an isolated molecule of C4H5N3O, from OMol25.

Calculated values
Orbital gap: 9.87 eV
SMILES string: C1=N\N=C/CO\N=C/1
Net charge: 0
E_LUMO: 0.437 eV

Each line ends with the Löwdin charge.
Atoms and positions in Å:
C -1.49 0.68 -0.28  -0.2105
N -0.41 1.28 -0.58  -0.0084
N 0.72 1.46 0.38  0.0521
C 1.57 0.41 0.51  -0.2032
C 1.47 -0.86 -0.24  -0.1469
O 0.05 -0.93 -0.83  -0.2261
N -0.72 -1.35 0.31  0.0316
C -1.51 -0.39 0.77  -0.0782
H -2.15 0.99 -1.18  0.1429
H 2.55 0.71 1.06  0.1299
H 2.38 -0.94 -1.09  0.1821
H 1.63 -1.55 0.81  0.1684
H -2.20 -0.49 1.76  0.1662



## 4
The following is a quantum chemistry calculation of an isolated molecule of C4H5N3O, from OMol25.

Calculated values
Orbital gap: 9.87 eV
SMILES string: N#C[C@H]1CN1NC=O
Net charge: 0
E_LUMO: 0.540 eV

Each line ends with the Löwdin charge.
Atoms and positions in Å:
N 1.20 2.15 0.41  0.1907
C 1.21 1.08 0.04  -0.2066
C 1.21 -0.15 -0.63  -0.2274
C 1.44 -1.30 0.23  -0.0711
N 0.13 -1.15 -0.42  -0.0163
N -0.83 -0.83 0.43  -0.0235
C -1.89 0.00 0.33  -0.3531
O -2.15 0.72 -0.61  0.0312
H 1.71 -0.15 -1.55  0.1325
H 1.62 -1.14 1.31  0.1388
H 1.98 -2.11 -0.22  0.1087
H -0.83 -1.23 1.39  0.1667
H -2.55 -0.09 1.20  0.1296



In terms of stability, 1 leads; the second structure lies 58.3 kJ/mol higher.